Formula: C17H27N2O7
Source: OMol25
Level of theory: the ωB97M-V functional and the def2-TZVPD basis

The geometry in ORCA input format:
```
! wB97M-V def2-TZVPD RIJCOSX def2/J DEFGRID3
* xyz -1 1
C -2.8805 -1.4809 3.0913
C -2.8930 -1.1379 1.6298
O -1.6121 -0.5197 1.3186
C -1.5866 -0.2274 0.0114
O -2.5843 -0.3031 -0.6834
N -0.3014 0.1564 -0.4985
N -0.2242 0.0984 -1.8131
C -0.3701 -1.2174 -2.2207
O -0.3127 -2.2286 -1.5151
O -0.5574 -1.2227 -3.5583
C -0.7596 -2.5446 -4.1128
C -1.3274 -2.3736 -5.5038
C 0.8179 0.6740 0.2024
C 1.6322 -0.6256 0.3921
O 2.5242 -0.9746 -0.3555
O 1.1612 -1.3638 1.4137
C 1.4096 -2.7916 1.2875
C 0.7992 -3.4262 2.5078
C 0.4797 1.3124 1.5445
C -0.4152 2.5489 1.5326
C -0.1387 3.6145 0.4737
C 1.2036 4.3558 0.6484
C 2.3793 3.9002 -0.2070
C 2.7737 2.4254 -0.0548
C 1.7380 1.5096 -0.7400
O 1.6936 1.5566 -1.9424
H -3.8117 -1.9918 3.3590
H -2.0598 -2.1510 3.3604
H -2.8172 -0.5847 3.7150
H -3.6848 -0.4299 1.3631
H -2.9759 -2.0270 0.9924
H -1.4565 -3.0958 -3.4742
H 0.2025 -3.0766 -4.1456
H -1.1109 -3.2658 -6.0971
H -2.4148 -2.2765 -5.4291
H -0.9295 -1.4931 -6.0196
H 2.4945 -2.9477 1.2246
H 0.9150 -3.1264 0.3652
H 0.9102 -4.5125 2.4458
H 1.2935 -3.0897 3.4248
H -0.2672 -3.1941 2.5759
H -0.0136 0.5504 2.1603
H 1.4353 1.5427 2.0386
H -0.3242 2.9891 2.5346
H -1.4594 2.2102 1.4544
H -0.9455 4.3579 0.5761
H -0.2465 3.1891 -0.5337
H 1.4948 4.3350 1.7092
H 1.0252 5.4076 0.3827
H 3.2545 4.5083 0.0516
H 2.1710 4.0801 -1.2711
H 2.9580 2.1286 0.9869
H 3.7140 2.2489 -0.5987
*
```

Output
E_tot = -35379.7998 eV
SMILES = CCOC(=O)N(/N=C(\[O-])OCC)[C@]1(C(=O)OCC)CCCCCCC1=O
Kohn-Sham gap = 5.871 eV

The computed Mulliken charges, all in e, follow: -1.092, -0.386, -0.046, 0.153, -0.696, 1.974, -1.524, 0.393, -0.776, -0.351, -0.146, -1.159, 2.044, -0.655, -0.654, -0.188, -0.036, -1.047, -1.483, -1.316, -0.817, -0.710, -0.738, -0.729, 0.222, -0.480, 0.402, 0.185, 0.282, 0.317, 0.271, 0.258, 0.254, 0.355, 0.269, 0.292, 0.320, 0.140, 0.423, 0.297, 0.022, 0.607, 0.851, 0.477, 0.242, 0.503, 0.386, 0.300, 0.328, 0.406, 0.301, 0.373, 0.386